(1)
ORCA calculation (wB97M-V/def2-TZVPD) on a structure of composition C4H8O3PS in a non-equilibrium geometry.

Its multiplicity is 1. For the energy, the calculation gives -1122.597627 a.u. Its relative energy (zero: lowest compared OMol25 entry of this formula, charge and spin) is 109.12 kJ/mol. Its total charge is -1. The LUMO energy is 3.571 eV. The frontier orbital gap is 8.0 eV. Its HOMO energy is -4.394 eV.

Each line ends with the Mulliken charge.
Cartesian coordinates (Å):
C: -0.101 -0.486 0.637  0.06
C: -0.204 0.870 -0.163  -0.06
C: -0.602 -1.653 -0.189  -1.28
C: -1.550 1.587 0.124  -1.36
O: 2.182 -0.839 -1.434  -0.59
O: 3.743 -0.372 0.530  -0.71
O: 1.250 -0.874 0.993  -0.34
P: 2.356 -0.371 -0.095  0.85
S: 1.192 2.066 0.076  -0.40
H: -0.606 -0.183 1.506  0.44
H: -0.256 0.695 -1.270  0.33
H: 0.146 -1.877 -0.982  0.28
H: -1.532 -1.508 -0.585  0.41
H: -0.682 -2.575 0.347  0.36
H: -1.255 2.148 1.089  0.31
H: -2.502 1.110 0.140  0.34
H: -1.581 2.264 -0.722  0.36

***

(2)
ORCA calculation (wB97M-V/def2-TZVPD) on a cluster of 8 separate species, C27H63F5NO11S8 in total in a non-equilibrium geometry.

Its multiplicity is 2. As for the expectation value of S²: 0.75. For the energy, the calculation gives -5633.454215 a.u. The LUMO energy (spin up / spin down) is 0.398 / 0.398 eV. The frontier orbital gap (spin up / spin down) is 7.8 / 8.4 eV. Its HOMO energy (spin up / spin down) is -7.397 / -8.004 eV.

Each line ends with the Mulliken charge.
Cartesian coordinates (Å):
C: 0.080 -0.534 3.886  -0.85
O: 0.590 -0.868 2.598  -0.01
C: 0.065 -0.071 1.567  -2.81
C: -0.384 -0.951 0.376  4.52
S: 1.029 -1.666 -0.508  1.33
O: 0.830 -1.663 -1.932  -0.60
O: 1.381 -2.941 0.060  -0.65
C: 2.550 -0.614 -0.248  0.52
F: 3.569 -1.371 -0.756  -0.26
F: 2.804 -0.395 1.075  -0.23
C: 2.586 0.730 -1.020  0.53
F: 1.607 1.550 -0.606  -0.22
F: 2.490 0.553 -2.338  -0.21
F: 3.771 1.323 -0.749  -0.28
C: -1.240 -2.081 0.960  -3.46
C: -2.224 -2.785 0.005  2.05
C: -1.587 -4.046 -0.588  -1.98
C: -3.415 -3.267 0.856  -2.00
N: -2.751 -1.891 -1.059  1.17
O: -2.430 -2.218 -2.252  -0.69
C: -2.641 -0.442 -0.785  1.75
C: -3.564 0.005 0.367  -1.89
C: -3.135 0.302 -2.037  -2.02
C: -1.187 -0.016 -0.573  -2.88
H: -0.825 -1.105 4.077  0.25
H: 0.824 -0.812 4.620  0.26
H: -0.120 0.533 3.961  0.35
H: -0.849 0.417 1.897  1.00
H: 0.770 0.696 1.255  0.47
H: -0.628 -2.839 1.431  1.03
H: -1.801 -1.623 1.769  0.40
H: -2.371 -4.694 -0.960  0.47
H: -0.845 -3.831 -1.339  0.50
H: -1.105 -4.558 0.240  0.46
H: -4.282 -3.431 0.233  0.20
H: -3.173 -4.133 1.458  0.37
H: -3.707 -2.467 1.536  0.39
H: -4.428 -0.644 0.426  0.26
H: -3.038 0.019 1.317  0.33
H: -3.863 1.027 0.174  0.54
H: -3.192 1.355 -1.797  0.42
H: -4.142 -0.029 -2.280  0.54
H: -2.455 0.206 -2.869  0.36
H: -0.707 0.109 -1.535  0.34
H: -1.218 0.973 -0.122  0.29
C: 2.592 -3.332 3.150  -0.25
S: 1.595 -4.310 4.271  0.47
O: 0.762 -3.361 5.068  -0.64
C: 2.952 -4.827 5.322  -0.69
H: 1.930 -2.873 2.422  -0.43
H: 3.120 -2.558 3.709  0.38
H: 3.300 -3.988 2.641  0.40
H: 3.449 -3.948 5.735  0.30
H: 3.648 -5.425 4.736  0.18
H: 2.542 -5.429 6.132  0.35
C: 6.172 -6.613 1.263  -0.94
S: 5.190 -7.613 2.386  0.39
O: 4.367 -6.671 3.190  -0.56
C: 6.557 -8.130 3.430  -0.98
H: 5.493 -6.155 0.547  0.29
H: 6.694 -5.839 1.825  0.30
H: 6.882 -7.252 0.739  0.41
H: 7.054 -7.252 3.844  0.30
H: 7.256 -8.724 2.842  0.39
H: 6.150 -8.737 4.236  0.32
C: -1.134 4.748 -0.492  -0.67
S: -1.138 4.302 -2.229  0.28
O: -1.474 2.848 -2.304  -0.46
C: 0.629 4.460 -2.463  -0.46
H: -2.157 4.677 -0.125  0.36
H: -0.494 4.057 0.058  0.11
H: -0.770 5.770 -0.392  0.29
H: 1.150 3.794 -1.776  -0.06
H: 0.905 5.503 -2.288  0.31
H: 0.858 4.175 -3.489  0.33
C: -6.965 -3.798 -1.452  -0.68
S: -7.464 -4.003 0.264  0.50
O: -6.370 -4.730 0.952  -0.57
C: -8.770 -5.197 -0.055  -0.99
H: -6.120 -3.112 -1.476  0.03
H: -6.665 -4.763 -1.862  0.30
H: -7.794 -3.379 -2.022  0.41
H: -8.351 -6.068 -0.559  0.31
H: -9.542 -4.734 -0.670  0.37
H: -9.192 -5.492 0.902  0.34
C: 0.637 10.110 -1.539  -1.07
S: -0.234 8.669 -2.154  0.53
O: 0.505 7.472 -1.649  -0.65
C: 0.229 8.869 -3.877  -1.03
H: 0.510 10.152 -0.460  0.37
H: 1.696 10.026 -1.787  0.35
H: 0.209 11.008 -1.984  0.40
H: 1.315 8.871 -3.965  0.31
H: -0.188 9.803 -4.254  0.41
H: -0.186 8.033 -4.435  0.33
C: 1.997 13.995 2.339  -0.95
S: 1.735 13.097 0.806  0.52
O: 0.483 12.311 0.964  -0.59
C: 3.104 11.954 1.030  -0.85
H: 1.212 14.743 2.425  0.32
H: 1.941 13.304 3.180  0.31
H: 2.969 14.485 2.309  0.36
H: 2.973 11.405 1.962  0.31
H: 4.042 12.510 1.041  0.38
H: 3.103 11.260 0.192  0.22
C: -0.185 -6.748 -5.220  -1.01
S: 0.609 -6.402 -3.643  0.37
O: -0.303 -5.516 -2.884  -0.47
C: 1.904 -5.350 -4.314  -0.89
H: -1.062 -7.361 -5.023  0.32
H: -0.488 -5.811 -5.688  0.30
H: 0.506 -7.292 -5.864  0.39
H: 1.452 -4.510 -4.841  0.29
H: 2.535 -5.934 -4.986  0.41
H: 2.495 -4.982 -3.479  0.25

***

> Look up the energy of the second one.

-5633.454215 a.u.

***

> Among the records above, which one has the highest multiplicity?

C27H63F5NO11S8

***

> Which formula does entry 2 have?

C27H63F5NO11S8

***

> Which value of energy does entry 2 give?

-5633.454215 a.u.